22
Properties=species:S:1:pos:R:3:mulliken_spin:R:1 method="wB97M-V/def2-TZVPD" e_homo_ha="-0.54601 / -0.54059" charge=+1 lumo_energy_ev="-4.71 / -8.48" relative_energy_kj_mol=329.3 multiplicity=2
C 1.53001 1.75253 -0.29038 0.012
C 2.03523 0.31745 -0.74112 -0.008
C 1.34819 -0.69593 0.16401 0.167
C 1.95488 -1.90343 0.18231 0.383
C -0.89624 0.23826 0.27908 0.261
C 0.14013 -0.34596 0.87804 0.066
H 1.96593 2.50711 -0.82645 0.002
H 1.43058 1.93439 0.84969 0.006
H 0.47279 1.90474 -0.76440 -0.006
H 3.15661 0.14660 -0.74720 0.012
H 1.66305 0.16528 -1.77281 0.026
H 1.68659 -2.57107 0.89397 0.019
H 2.85718 -2.21165 -0.25671 0.013
H -1.66241 0.66323 0.85190 0.005
H -1.15949 0.21822 -0.87325 -0.005
H 0.30075 -0.42123 1.92523 0.023
H -1.63406 -2.11002 -0.67038 -0.001
H -2.87298 -1.39447 0.12423 -0.004
O -2.38418 -2.19542 -0.08681 0.021
H -1.52049 2.46644 -0.32909 -0.002
H -2.88029 1.84799 -0.77700 0.000
O -2.42544 2.28003 0.02939 0.008

9
Properties=species:S:1:pos:R:3:lowdin_charge:R:1 method="wB97M-V/def2-TZVPD" e_homo_ha="-0.42635 / -0.42376" charge=+1 lumo_energy_ev="-4.17 / -4.28"
C -2.51906 -1.30059 0.24933 0.078
C -2.58651 0.08781 0.21712 -0.097
C -1.24381 0.23883 -0.32751 -0.364
O -0.13237 0.34055 0.16262 -0.098
K 2.36045 0.58159 -0.41442 0.993
H -2.37052 -1.90771 -0.64600 0.088
H -2.71158 -1.83271 1.18222 0.087
H -1.83670 1.26850 -0.74104 0.188
H -2.90208 0.67048 1.08423 0.127

87
Properties=species:S:1:pos:R:3:lowdin_charge:R:1 method="wB97M-V/def2-TZVPD" e_homo_ha="-0.50376 / -0.50376" charge=+2 lumo_energy_ev="-7.56 / -11.12" relative_energy_kj_mol=0.0
W -1.03804 0.87405 -1.09887 1.548
O -0.36023 2.89523 -1.02073 -0.238
C -0.51526 3.68940 -2.23992 -0.108
C -1.89041 3.41036 -2.81220 -0.131
N -2.04588 1.93945 -2.97472 -0.234
C -1.30553 1.44845 -4.17754 -0.027
C -0.06079 0.67198 -3.79579 -0.520
O 0.53166 -0.05960 -4.51087 0.200
O 0.31090 0.92882 -2.50205 -0.249
C -3.45748 1.50477 -3.01880 -0.086
C -3.59920 0.12568 -2.38981 -0.507
O -4.54282 -0.57391 -2.44265 0.221
O -2.45381 -0.24738 -1.68005 -0.336
H -0.78838 3.38586 -0.27002 0.066
H 0.29877 3.38751 -2.89332 0.134
H -0.38153 4.73363 -1.96579 0.150
H -2.02322 3.92608 -3.76619 0.154
H -2.65719 3.75184 -2.12267 0.090
H -0.99841 2.29039 -4.80053 0.154
H -1.93853 0.80720 -4.78779 0.153
H -3.85640 1.48367 -4.03249 0.156
H -4.07270 2.18109 -2.42741 0.120
C -1.27401 -5.19953 4.05831 -0.024
C -0.91011 -4.25391 2.95351 -0.227
C 0.32283 -3.60469 2.94351 0.011
C 0.69445 -2.73717 1.93042 -0.263
C 2.05420 -2.09671 1.99789 -0.024
C -0.22800 -2.51672 0.88712 -0.305
As 0.20374 -1.28350 -0.50138 1.424
N -0.10458 0.53063 0.44528 -0.309
C 0.13731 0.75316 1.81769 -0.384
C -0.61163 0.06270 2.76626 -0.046
C -0.37799 0.30874 4.11120 -0.044
C 0.59300 1.22176 4.50139 -0.047
C 1.32375 1.91894 3.54523 -0.052
C 1.09342 1.69484 2.19935 -0.051
C 1.99590 -1.54120 -1.15150 -0.295
C 2.10331 -2.77395 -1.81139 -0.273
C 0.94970 -3.73710 -1.95327 -0.047
C 3.33293 -3.11723 -2.35744 0.014
C 4.43048 -2.27229 -2.27997 -0.229
C 5.74596 -2.64668 -2.89620 -0.026
C 4.27084 -1.04330 -1.64420 0.013
C 3.06928 -0.64656 -1.07891 -0.262
C 3.00046 0.69141 -0.40207 -0.041
C -1.46371 -3.18121 0.84483 -0.273
C -2.43950 -3.08690 -0.29666 -0.045
C -1.78215 -4.03108 1.89448 0.008
H -0.66001 -5.03746 4.94189 0.086
H -1.12221 -6.23022 3.73154 0.100
H -2.32275 -5.09717 4.33456 0.091
H 1.01726 -3.77869 3.75694 0.130
H 2.45624 -2.18445 3.00541 0.096
H 2.02564 -1.03522 1.75314 0.047
H 2.75374 -2.58092 1.31402 0.098
H -1.37001 -0.64295 2.45493 0.119
H -0.95643 -0.21926 4.85747 0.122
H 0.77766 1.39500 5.55312 0.119
H 2.07000 2.64016 3.85043 0.121
H 1.63921 2.24217 1.44248 0.112
H 0.00691 -3.23746 -2.20720 0.063
H 0.78982 -4.31449 -1.04051 0.094
H 1.14711 -4.43816 -2.76170 0.097
H 3.42712 -4.06850 -2.86798 0.131
H 5.80706 -3.71633 -3.08585 0.086
H 6.57662 -2.35971 -2.25246 0.090
H 5.87589 -2.12915 -3.84857 0.098
H 5.11644 -0.36719 -1.59004 0.130
H 3.90268 1.26171 -0.61497 0.095
H 2.93541 0.58391 0.68148 0.065
H 2.14912 1.28378 -0.74207 0.050
H -2.13778 -2.39168 -1.07668 0.015
H -3.42517 -2.77902 0.05362 0.101
H -2.55314 -4.06875 -0.75908 0.105
H -2.73513 -4.54792 1.87328 0.137
Se -2.93784 1.92709 0.28679 0.906
C -2.23298 3.53161 1.09233 -0.602
C -1.67452 3.48418 2.36916 -0.105
C -1.26162 4.65422 2.98471 -0.039
C -1.39463 5.87777 2.34065 -0.038
C -1.97970 5.93904 1.08457 -0.047
C -2.41570 4.77217 0.46738 -0.136
H -1.58651 2.53869 2.88529 0.090
H -0.84166 4.61013 3.98084 0.120
H -1.06568 6.78468 2.82958 0.121
H -2.13098 6.89275 0.59713 0.120
H -2.95490 4.83862 -0.46889 0.099

72
Properties=species:S:1:pos:R:3:lowdin_charge:R:1 method="wB97M-V/def2-TZVPD" e_homo_ha="-0.44211 / -0.44267" charge=+2 lumo_energy_ev="-7.28 / -7.22" relative_energy_kj_mol=763.5
W -0.66168 -0.25239 0.15298 1.710
C 2.14392 -2.27399 -0.40172 -0.093
N 2.27122 -1.05189 0.35668 -0.137
C 2.38162 -1.12919 1.79728 -0.086
C 1.12132 -0.85099 2.61128 -0.194
C 1.24152 -0.58349 3.96558 0.019
C 0.12152 -0.60559 4.78398 0.022
C -1.07188 -1.05709 4.22298 -0.001
C -1.14768 -1.26999 2.86848 -0.076
N -0.09998 -1.03859 2.01638 -0.052
C 1.89732 0.25741 -0.06022 -0.120
C 1.67292 -0.03409 -2.63022 -0.234
C 2.29462 0.17181 -3.85542 0.038
C 1.73182 -0.43319 -4.96742 0.003
C 0.58692 -1.19949 -4.80342 -0.008
C 0.06822 -1.35649 -3.52922 -0.075
N 0.59822 -0.78739 -2.44582 0.084
C 0.79732 -2.97629 -0.54432 -0.218
C 0.83062 -4.33019 -0.85852 0.013
C -0.34298 -5.01509 -1.12992 0.006
C -1.53168 -4.29749 -1.10592 -0.010
C -1.49278 -2.95599 -0.79632 -0.106
N -0.35948 -2.28209 -0.49162 -0.065
H 2.84152 -2.98619 0.05358 0.141
H 2.51662 -2.08889 -1.41512 0.134
H 3.18252 -0.45689 2.12488 0.146
H 2.68792 -2.14849 2.05308 0.155
H 2.21022 -0.36249 4.38128 0.135
H 0.18662 -0.35669 5.82928 0.133
H -1.93078 -1.24849 4.84218 0.130
H -2.05928 -1.65259 2.41688 0.125
H 2.53542 0.94991 0.52558 0.174
H 0.79872 0.62071 0.30188 0.035
H 3.15752 0.80921 -3.96562 0.126
H 2.18882 -0.29299 -5.93412 0.130
H 0.10982 -1.66549 -5.64872 0.122
H -0.80768 -1.96519 -3.35852 0.118
H 1.77692 -4.84659 -0.90422 0.131
H -0.33068 -6.06379 -1.37872 0.130
H -2.47758 -4.76579 -1.32632 0.126
H -2.41998 -2.39099 -0.79202 0.080
Cl -5.81288 2.86751 3.63398 0.788
C -4.84548 1.83291 2.67018 -0.584
C -5.38478 0.65741 2.18308 -0.127
C -4.62748 -0.18489 1.36928 -0.599
I -5.35128 -2.00779 0.63258 1.019
C -3.31168 0.12771 1.05948 -0.418
O -2.53528 -0.65089 0.32298 -0.316
C -2.72518 1.29261 1.60458 -0.141
N -1.39858 1.46281 1.31868 -0.007
C -0.82338 2.56891 1.78308 -0.059
C -1.50518 3.52461 2.53148 0.005
C -2.83318 3.33941 2.85468 0.042
C -3.48928 2.18341 2.39988 -0.142
H -6.40218 0.39301 2.43248 0.112
H 0.22222 2.72371 1.54218 0.131
H -0.98358 4.41131 2.84718 0.125
H -3.36948 4.06941 3.43788 0.114
O 1.16872 5.00701 -2.53832 0.157
C 2.33892 4.43071 -2.53112 -0.498
O 3.35222 4.94871 -2.90542 0.130
C 2.42912 2.99761 -2.03142 -0.049
C 3.64162 2.39841 -1.96952 -0.013
N 3.53402 1.06271 -1.54812 0.069
N 2.15252 0.72951 -1.46752 -0.081
C 1.42562 2.04101 -1.66972 -0.073
C 0.01122 2.14561 -1.55812 -0.533
O -0.57528 3.21991 -1.69572 0.063
O -0.64618 1.02271 -1.25452 -0.183
H 0.40372 4.44871 -2.23282 0.080
H 4.60132 2.82561 -2.17652 0.144
H 4.12152 0.37431 -2.00562 0.157

71
Properties=species:S:1:pos:R:3:mulliken_spin:R:1 method="wB97M-V/def2-TZVPD" e_homo_ha="-0.55494 / -0.55497" charge=+3 lumo_energy_ev="-10.78 / -9.52" multiplicity=6
Sm 0.13925 -0.57445 -0.24373 5.056
S 1.22231 -1.98544 5.79272 0.000
C 2.21143 -2.18026 7.09593 0.000
C 3.07070 -1.16962 7.29843 0.000
C 2.94862 -0.14658 6.35389 0.000
C 1.97677 -0.47678 5.40652 0.000
C 1.54994 0.30221 4.25464 0.000
C 1.09637 -0.33114 3.07302 -0.003
N 0.51871 0.35664 2.00132 -0.005
C 0.51852 1.70119 2.13381 -0.006
C 1.03862 2.43969 3.21550 -0.004
C 1.04701 3.85183 3.19631 0.001
C 0.59313 4.50007 2.08363 -0.001
C 0.14592 3.79471 0.89683 0.000
C -0.12305 4.46273 -0.27867 0.000
C -0.66366 3.72509 -1.40581 0.000
C -0.73585 2.31911 -1.19519 -0.001
N -0.40423 1.68047 -0.08171 -0.003
C 0.04488 2.42497 0.94275 -0.005
C -1.03062 4.25774 -2.66221 0.000
C -1.93874 3.76031 -3.59250 0.000
C -2.05823 4.52113 -4.77472 0.000
C -1.25373 5.64689 -4.71121 0.000
S -0.33814 5.72621 -3.24977 0.000
C 1.64429 1.69407 4.27195 -0.001
H 2.10238 -3.03473 7.75245 0.000
H 3.74212 -1.18897 8.11254 0.000
H 3.63880 0.71568 6.20513 0.000
H 1.06281 -1.45542 3.00479 -0.001
H 1.49987 4.31143 4.03619 0.000
H 0.55433 5.53828 2.11095 0.000
H -0.02976 5.56613 -0.27748 0.000
H -1.23528 1.63239 -1.98232 0.000
H -2.52801 2.85057 -3.45690 0.000
H -2.65979 4.15913 -5.61655 0.000
H -0.95859 6.30560 -5.53035 0.000
H 2.18773 2.13677 5.14517 0.000
N 5.53456 -1.31598 -5.60103 0.001
C 4.82754 -1.22541 -4.70033 0.000
C 4.00532 -1.26595 -3.55278 0.001
C 3.85971 -0.09756 -2.79617 -0.001
C 3.02058 -0.08321 -1.73366 0.002
N 2.11335 -1.14239 -1.41030 -0.007
C 2.28560 -2.28157 -2.13699 0.001
C 3.21647 -2.39469 -3.10647 -0.002
H 4.43526 0.82279 -3.02118 0.000
H 2.90881 0.84775 -1.07817 0.000
H 1.63304 -3.10785 -1.82225 -0.001
H 3.17598 -3.31742 -3.61804 0.000
C -3.28731 -1.28137 -1.23065 0.001
N -1.83392 -1.60859 -0.96995 -0.029
C -1.84234 -2.33120 0.43151 0.010
N -2.61325 -3.52014 0.43743 -0.001
C -4.07262 -3.21401 0.11120 0.000
N -4.11072 -2.54581 -1.23481 -0.002
C -3.61179 -3.40471 -2.27037 0.000
N -2.12925 -3.78680 -2.08162 -0.001
C -1.41074 -2.59272 -2.01830 0.006
C -2.06860 -4.35961 -0.71972 0.001
H -3.39583 -0.74480 -2.14074 0.001
H -3.72403 -0.61725 -0.39818 -0.001
H -2.17480 -1.69718 1.25416 -0.005
H -0.72258 -2.60729 0.54025 0.000
H -4.58322 -2.61009 0.93131 0.000
H -4.67032 -4.14867 0.10058 0.000
H -3.81442 -3.00097 -3.24349 0.000
H -4.18759 -4.36445 -2.22224 0.000
H -1.38171 -2.09305 -3.02471 -0.001
H -0.35759 -2.89814 -1.84570 -0.001
H -0.99970 -4.55045 -0.42591 0.000
H -2.62069 -5.29880 -0.72803 0.000

What are the molar mass values for these records? In order: 118.18 95.16 919.46 933.79 739.13 Da.